18
Properties=species:S:1:pos:R:3:forces:R:3:mulliken_charge:R:1 method="wB97M-V/def2-TZVPD" gap_ha=0.3199 e_tot_ha=-326.97886 max_force_ha_per_bohr=0.101 e_above_lowest_kcal_mol=95.7
C -1.624 0.890 0.443 0.052 0.662 0.307 -1.017
C -1.353 -0.573 -0.040 1.155 1.976 -0.117 -0.816
C 0.117 -0.971 -0.059 0.865 1.804 1.645 0.697
C 0.560 -1.737 0.992 -0.931 0.644 -2.151 -0.975
C 0.393 -0.178 -2.238 -0.094 3.710 2.503 -0.202
N 1.011 -0.348 -1.046 -2.628 -2.847 -3.458 -0.394
H -2.679 1.218 0.337 0.226 -0.875 0.548 0.355
H -1.198 1.662 -0.192 0.806 -0.163 -0.241 0.287
H -1.245 1.114 1.487 -0.538 -0.510 -1.134 0.282
H -1.744 -1.200 0.685 -1.375 -1.331 1.089 0.375
H -1.825 -0.706 -0.993 -0.315 -0.323 -0.459 0.398
H -0.242 -2.159 1.566 -0.158 -0.086 0.423 0.240
H 1.517 -2.177 1.199 0.568 0.438 -0.323 0.339
H 0.917 -0.172 -3.191 0.802 -0.019 0.370 0.303
H -0.597 0.574 -2.432 1.620 -3.018 1.043 0.133
H 3.158 1.975 0.724 0.706 0.328 -0.917 0.308
H 2.200 0.986 1.271 -0.480 -0.744 -0.095 0.337
O 2.635 1.801 1.486 -0.282 0.353 0.969 -0.648

---

39
Properties=species:S:1:pos:R:3:forces:R:3:mulliken_spin:R:1 method="wB97M-V/def2-TZVPD" gap_ha="0.0960 / 0.2226" e_tot_ha=-1818.34684 spin_multiplicity=5 max_force_ha_per_bohr=0.054 total_charge=-2 e_above_lowest_kcal_mol=27.9
C 0.099 -1.555 -1.570 -0.152 0.985 -0.303 1.073
C 0.971 -0.449 -1.812 -0.774 -0.073 0.271 1.297
C 0.180 0.738 -1.844 -0.124 -0.688 0.195 0.453
C 2.439 -0.491 -1.877 0.471 -0.241 -0.098 -0.361
C -1.191 0.359 -1.716 0.279 -0.108 0.356 -0.107
C -1.244 -1.058 -1.553 0.655 0.214 0.056 1.108
C -2.448 -1.854 -1.277 -0.475 -0.071 0.174 0.606
C 0.513 -2.941 -1.316 0.082 -0.567 0.319 -0.040
C 0.716 2.106 -1.809 0.009 0.517 0.005 0.454
C -2.337 1.279 -1.622 -0.170 0.260 0.145 0.791
Pd 0.571 -0.814 1.713 -2.351 -1.355 0.680 0.572
Cl 1.934 0.888 1.208 0.870 1.168 -0.259 0.038
Cl 2.395 -2.254 1.762 0.394 -0.336 0.054 0.003
O -1.062 0.183 1.190 0.336 0.383 0.222 -0.048
H 2.785 -1.524 -1.991 0.030 0.209 -0.066 0.028
H 2.874 -0.099 -0.944 -0.203 -0.048 -0.137 0.090
H 2.811 0.121 -2.708 -0.045 -0.109 0.090 -0.255
H 1.402 2.205 -0.951 -0.159 -0.137 -0.255 0.092
H -0.093 2.833 -1.678 0.251 -0.100 -0.129 -0.001
H 1.269 2.348 -2.727 -0.052 -0.034 0.092 -0.365
H -2.005 2.278 -1.316 -0.149 -0.217 -0.055 -0.002
H -3.053 0.916 -0.875 0.139 0.077 -0.164 -0.034
H -2.863 1.377 -2.584 0.081 -0.120 0.009 -0.764
H -3.246 -1.218 -0.875 0.183 -0.162 -0.098 -0.070
H -2.227 -2.636 -0.541 0.019 0.115 -0.074 0.166
H -2.828 -2.334 -2.191 0.124 0.038 0.068 -0.686
H 1.448 -2.965 -0.735 -0.246 -0.012 -0.228 0.126
H 0.649 -3.489 -2.260 0.055 0.091 0.085 -0.250
H -0.245 -3.460 -0.716 0.196 0.116 -0.116 -0.067
H -1.036 1.007 1.769 -0.144 -0.858 -0.547 0.035
O -0.684 -2.481 1.884 0.201 1.551 0.059 0.000
H -1.494 -1.968 2.085 0.482 -0.340 -0.240 -0.001
C 1.148 2.528 4.267 0.395 0.199 0.223 0.024
C 0.109 1.634 3.632 -0.908 -0.418 -0.726 -0.037
O 0.247 0.368 3.812 0.114 0.688 -0.497 0.111
O -0.785 2.198 2.938 0.830 -0.448 0.817 0.018
H 1.346 2.256 5.303 -0.044 -0.116 0.079 -0.001
H 0.852 3.575 4.210 -0.057 -0.011 -0.018 0.001
H 2.083 2.394 3.713 -0.143 -0.043 0.008 0.002

---

63
Properties=species:S:1:pos:R:3:forces:R:3:mulliken_charge:R:1 method="wB97M-V/def2-TZVPD" gap_ha=0.3094 e_tot_ha=-3432.13491 max_force_ha_per_bohr=0.030
C 1.476 1.521 -0.379 -0.418 0.437 0.210 -0.499
C 0.618 2.524 0.444 0.545 -0.654 -0.547 -0.731
P -0.580 3.612 -0.416 -0.748 0.712 0.896 -0.201
C 0.362 4.776 -1.475 0.660 -0.356 -0.333 -0.411
C 1.796 4.377 -1.851 -0.366 0.078 -0.126 -1.165
C -1.356 2.413 -1.606 0.162 -0.380 -0.308 -0.067
C -1.752 1.125 -0.870 -0.552 0.688 0.201 -0.757
C -2.797 0.297 -1.624 0.384 -0.439 -0.185 -0.879
C -2.992 0.704 -3.075 0.024 -0.188 0.302 -0.160
P -1.559 0.333 -4.206 -0.602 -0.541 -1.319 0.202
S -2.123 -0.400 -5.926 0.097 0.125 0.320 -0.408
O -3.437 2.054 -3.250 0.462 0.089 -0.165 -0.382
S -2.834 3.170 -2.259 -0.033 0.329 0.654 1.425
O -3.777 3.329 -1.201 -0.132 -0.198 0.079 -0.642
O -2.484 4.306 -3.043 0.036 -0.044 -0.462 -0.689
H 2.502 1.867 -0.442 0.106 -0.133 -0.080 0.416
H 1.087 1.404 -1.391 0.086 -0.065 -0.096 0.163
H 1.459 0.553 0.107 0.140 -0.123 0.013 -0.200
H 1.289 3.164 1.014 -0.127 0.216 0.100 0.638
H 0.041 1.968 1.181 -0.132 0.085 0.096 0.388
H 0.385 5.731 -0.955 -0.134 0.065 0.068 0.506
H -0.235 4.917 -2.376 -0.114 0.091 0.015 0.290
H 2.438 4.386 -0.973 0.114 -0.115 0.015 0.269
H 2.206 5.074 -2.582 0.065 0.080 0.008 0.443
H 1.813 3.385 -2.299 0.135 -0.034 -0.005 0.227
H -0.703 2.214 -2.457 -0.006 0.085 -0.071 0.248
H -0.885 0.538 -0.610 0.193 -0.057 -0.108 0.135
H -2.191 1.462 0.071 0.030 -0.181 0.134 0.467
H -2.476 -0.746 -1.651 -0.040 -0.074 0.118 0.386
H -3.759 0.301 -1.116 -0.099 0.201 -0.041 0.312
H -3.764 0.072 -3.508 -0.146 0.124 -0.136 0.572
H -0.753 -0.580 -3.507 0.181 0.331 0.370 0.047
H -0.822 1.517 -4.348 0.117 0.011 0.318 0.061
C -2.425 -2.673 4.202 -0.053 0.062 -0.043 -0.660
C -3.675 -2.680 3.309 0.052 0.012 0.001 -0.647
C -3.622 -1.416 2.442 -0.193 -0.186 0.074 -0.738
S -1.877 -1.019 2.252 0.055 -0.063 -0.030 1.386
O -1.617 0.246 2.889 0.035 0.070 -0.068 -0.727
O -1.477 -1.225 0.879 0.013 -0.066 0.021 -0.674
C -1.253 -2.337 3.284 -0.076 -0.142 0.168 -0.742
H -2.277 -3.631 4.698 0.004 -0.004 0.008 0.366
H -2.524 -1.907 4.974 0.024 -0.001 0.007 0.310
H -3.663 -3.566 2.672 0.019 0.001 -0.010 0.295
H -4.592 -2.710 3.895 -0.007 -0.002 -0.001 0.349
H -4.053 -1.562 1.455 0.049 0.075 -0.038 0.315
H -4.093 -0.565 2.928 0.078 0.054 0.002 0.418
H -0.364 -1.988 3.799 0.086 0.087 -0.074 0.407
H -0.999 -3.170 2.631 0.025 0.009 -0.053 0.328
C 4.569 -3.051 -0.512 0.027 0.028 0.079 -0.611
C 5.141 -3.598 0.804 -0.050 0.033 -0.021 -0.613
C 4.751 -2.616 1.917 0.191 -0.203 -0.038 -0.688
S 3.220 -1.840 1.380 -0.056 -0.130 -0.011 1.178
O 3.459 -0.437 1.160 0.033 -0.008 0.118 -0.626
O 2.129 -2.273 2.218 -0.049 0.100 0.044 -0.661
C 3.126 -2.659 -0.209 0.104 -0.112 -0.169 -0.664
H 4.620 -3.786 -1.313 0.005 -0.005 -0.008 0.362
H 5.134 -2.172 -0.826 -0.015 0.011 -0.017 0.305
H 4.709 -4.579 1.010 -0.022 0.004 -0.001 0.297
H 6.221 -3.721 0.755 0.009 -0.005 0.006 0.319
H 4.573 -3.105 2.870 -0.054 0.072 0.034 0.332
H 5.487 -1.824 2.039 -0.056 0.069 -0.021 0.346
H 2.689 -1.974 -0.932 -0.047 0.061 0.079 0.344
H 2.489 -3.534 -0.088 -0.022 0.013 0.029 0.390

---

14
Properties=species:S:1:pos:R:3:forces:R:3:mulliken_charge:R:1 method="wB97M-V/def2-TZVPD" gap_ha=0.3458 e_tot_ha=-270.40323 max_force_ha_per_bohr=0.008 e_above_lowest_kcal_mol=97.1
C -1.470 0.296 -0.782 -0.019 0.053 0.022 -1.334
C -0.187 -0.496 -0.675 -0.092 -0.098 -0.037 0.144
C 1.137 0.189 -0.896 0.154 0.064 -0.110 -0.729
C 0.759 -0.284 0.466 0.074 -0.250 -0.059 -0.062
O 0.417 0.724 1.419 -0.135 0.101 0.319 -0.125
C 0.240 0.451 2.676 0.121 -0.151 -0.343 -0.250
H -1.341 1.308 -0.388 -0.022 -0.141 -0.055 0.310
H -2.279 -0.183 -0.221 0.108 0.064 -0.067 0.322
H -1.780 0.373 -1.830 0.038 -0.016 0.163 0.356
H -0.256 -1.529 -1.011 0.029 0.156 0.042 0.348
H 1.107 1.263 -1.063 -0.017 -0.164 0.083 0.242
H 1.934 -0.332 -1.417 -0.103 0.071 0.094 0.268
H 1.266 -1.128 0.932 -0.098 0.140 -0.082 0.396
H 0.453 -0.654 2.789 -0.036 0.171 0.031 0.116